# 1
C31H21BrF4N5OPS2V | wB97M-V/def2-TZVPD

## Properties
calculated total energy: -6598.189038 Eh
energy above the lowest of the compared OMol25 structures with the same formula, charge and spin: 5.7 kJ/mol
gap between HOMO and LUMO (alpha / beta): 6.35 / 7.15 eV
HOMO level (alpha / beta): -6.7 / -7.8 eV
M: 781.49 g mol⁻¹
2S+1: 4

Last column: natural (NBO) charge in e.
Geometry (Å):
Br (-0.09755, -2.71932, -0.90856)  0.3316
V (-0.07545, -0.33336, 0.30795)  0.6158
S (-1.81076, 0.37221, -1.22346)  -0.2464
S (-1.97409, -2.18404, 2.06079)  1.3879
P (1.61640, 0.07095, -1.45832)  0.9526
F (2.62493, 0.11939, -4.44612)  -0.2973
F (1.98931, -1.54143, -6.38863)  -0.2783
F (-0.39779, -4.24096, -3.43705)  -0.2832
F (0.47685, -3.71993, -5.90198)  -0.2737
O (-1.66618, -3.49218, 1.45041)  -0.9589
N (-1.28453, -0.96323, 1.57016)  -1.0529
N (-0.19216, 1.47238, 0.94677)  -0.2490
N (-2.72820, 2.86802, -0.98884)  -0.7937
N (-1.11441, 2.41095, 0.50509)  -0.4330
N (1.43210, -0.38408, 1.66876)  -0.4843
C (3.06266, 2.34085, -2.42583)  -0.1398
C (3.26122, -0.16363, 3.72344)  -0.1518
C (0.78499, 3.60244, -3.37541)  -0.1929
C (3.31733, -0.35183, -0.91784)  -0.3610
C (1.83270, -0.90528, -4.13257)  0.4118
C (3.15997, 3.58318, -3.03696)  -0.2302
C (0.50480, 1.78178, 2.01740)  0.1481
C (1.53194, -1.76987, -5.16348)  0.2675
C (2.28405, -1.38954, 1.94992)  0.0670
C (5.79960, -1.05179, 0.16913)  -0.2067
C (3.96093, -1.51721, -1.31775)  -0.1487
C (0.68823, 2.35961, -2.75867)  -0.2042
C (-1.28425, 4.22624, 4.25745)  -0.2281
C (0.76760, -2.88429, -4.91624)  0.3008
C (2.38567, 0.87052, 3.45562)  -0.2311
C (0.60162, -2.25306, -2.61867)  -0.1302
C (-0.27278, 5.13568, 4.55294)  -0.2040
C (0.98898, 4.96147, 4.00740)  -0.2164
C (1.47689, 0.74877, 2.40928)  0.1745
C (1.82433, 1.71716, -2.26946)  -0.3439
C (2.01982, 4.22197, -3.51011)  -0.1953
C (1.23930, 3.87678, 3.17255)  -0.1956
C (5.19938, -1.86586, -0.77908)  -0.2226
C (-1.03528, 3.14910, 3.42105)  -0.1051
C (3.21751, -1.31920, 2.95548)  -0.2507
C (0.23422, 2.96363, 2.87398)  -0.0931
C (3.92242, 0.45176, 0.05494)  -0.2117
C (1.36050, -1.10520, -2.84625)  -0.4355
C (5.15548, 0.11090, 0.58793)  -0.1971
C (0.31687, -3.13406, -3.63770)  0.3045
C (-1.85965, 1.95161, -0.47950)  0.3078
H (6.76431, -1.32146, 0.58610)  0.2189
H (-0.11370, 4.08445, -3.74361)  0.2181
H (3.50062, -2.16504, -2.05540)  0.2098
H (1.77877, 5.66970, 4.22352)  0.2144
H (-1.81798, 2.43770, 3.18944)  0.2192
H (5.61337, 0.74836, 1.33718)  0.2192
H (2.19006, -2.27527, 1.33571)  0.2115
H (4.13434, 4.04659, -3.15355)  0.2154
H (3.89044, -2.14927, 3.13207)  0.2316
H (-0.47039, 5.97695, 5.20603)  0.2145
H (3.42004, 1.34997, 0.40084)  0.2242
H (2.38306, 1.76932, 4.05702)  0.2396
H (-2.87794, 3.70438, -0.44950)  0.3994
H (-3.48364, 2.52539, -1.55177)  0.4002
H (3.97232, -0.07405, 4.53683)  0.2231
H (-2.27176, 4.35796, 4.68242)  0.2160
H (5.69084, -2.77679, -1.10481)  0.2201
H (-0.27327, 1.88017, -2.67686)  0.2427
H (2.09749, 5.19234, -3.98937)  0.2158
H (2.22306, 3.75486, 2.72883)  0.2108
H (3.96837, 1.85525, -2.09306)  0.2122

---

# 2
C26H25N3O6S | wB97M-V/def2-TZVPD

## Properties
calculated total energy: -2019.720354 Eh
energy above the lowest of the compared OMol25 structures with the same formula, charge and spin: 6.0 kJ/mol
gap between HOMO and LUMO: 8.27 eV
HOMO level: -8.6 eV
M: 507.57 g mol⁻¹

Last column: natural (NBO) charge in e.
Geometry (Å):
S (1.19389, 0.44589, 4.77445)  2.3112
O (1.81146, -0.83860, 4.91961)  -0.9347
O (-3.04155, -1.54068, -1.17101)  -0.5482
O (-0.39251, -1.28985, 0.31799)  -0.5947
O (2.57206, 2.45622, -0.61296)  -0.5106
O (1.48610, 1.44513, 5.76819)  -0.9484
O (0.76830, -3.24522, -3.01784)  -0.5554
N (-0.46255, 0.21187, 4.60008)  -0.6682
N (-1.00893, -2.08958, -2.13199)  -0.4761
N (0.92425, 0.43046, -0.40497)  -0.6340
C (-0.71234, 2.68556, -1.89669)  -0.2272
C (-3.46860, -4.64482, -1.31559)  -0.1772
C (-0.33763, -3.23758, -2.53882)  0.6990
C (-0.45846, 1.61481, -2.74576)  0.0472
C (0.49594, 1.76314, -3.74687)  -0.2433
C (-3.33724, -6.01114, -1.54494)  -0.1939
C (-1.13783, -5.71053, -2.50697)  -0.1658
C (0.91019, 4.02105, -3.05255)  -0.2225
C (-2.19430, -6.53387, -2.13013)  -0.1921
C (-1.18997, 1.45469, 4.66790)  -0.4210
C (3.46118, 3.53109, -0.81153)  -0.2493
C (1.41172, 0.96938, 0.78542)  0.1788
C (-2.42013, -3.82971, -1.68633)  -0.0559
C (-2.25978, -2.35842, -1.57930)  0.6898
C (-0.32910, -0.81767, -2.04293)  -0.1304
C (-1.20702, 0.32123, -2.59507)  -0.4444
C (1.17612, 2.95783, -3.89908)  -0.2075
C (1.59815, 1.11322, 3.16383)  -0.3399
C (2.78263, 2.68484, 1.80736)  -0.2869
C (-0.03287, 3.88113, -2.04915)  -0.2030
C (2.28472, 2.07535, 0.66627)  0.2878
C (-1.01953, -0.87055, 5.37716)  -0.4222
C (1.08369, 0.48821, 2.04224)  -0.2225
C (2.43429, 2.20239, 3.06189)  -0.1864
C (-1.26806, -4.35700, -2.27546)  -0.1418
C (0.04931, -0.59420, -0.56540)  0.6830
H (-4.13871, -6.67639, -1.26020)  0.2199
H (4.44112, 3.32497, -0.37182)  0.1845
H (-0.24497, -6.10997, -2.96200)  0.2340
H (-0.24432, 4.70685, -1.38588)  0.2160
H (-4.35399, -4.23101, -0.85906)  0.2316
H (0.43112, -0.36037, 2.15306)  0.2781
H (3.44361, 3.53305, 1.73496)  0.2253
H (3.06053, 4.46119, -0.39859)  0.1805
H (-2.06389, 0.45278, -1.93362)  0.2481
H (-2.20017, 1.29936, 4.28966)  0.2073
H (1.43256, 4.95794, -3.17895)  0.2140
H (1.23407, 0.93225, -1.22842)  0.4341
H (3.56004, 3.62813, -1.89103)  0.2067
H (2.80571, 2.66393, 3.96228)  0.2454
H (-1.45038, 2.58021, -1.11486)  0.2173
H (0.69832, 0.94031, -4.41791)  0.2137
H (-1.57939, 0.00173, -3.57265)  0.2270
H (-0.67662, 2.17976, 4.03903)  0.2150
H (-1.94609, -1.20550, 4.90961)  0.2049
H (-0.29284, -1.67893, 5.36851)  0.2418
H (1.90912, 3.06169, -4.68569)  0.2157
H (-1.23713, 1.84707, 5.69038)  0.1943
H (0.58819, -0.91857, -2.63744)  0.2506
H (-1.21995, -0.57595, 6.41395)  0.1810
H (-2.12154, -7.59859, -2.29436)  0.2202

---

# 3
C30H34BrInO7 | wB97M-V/def2-TZVPD

## Properties
calculated total energy: -4454.247069 Eh
gap between HOMO and LUMO: 1.49 eV
HOMO level: 1.7 eV
M: 701.32 g mol⁻¹
total charge: -2

Last column: Mulliken charge in e.
Geometry (Å):
In (-0.40604, -0.56389, -0.10282)  -1.2161
Br (-3.35299, -3.32775, 1.52671)  -0.1116
O (2.35837, 1.24575, -8.50984)  -0.3511
O (-0.24546, -0.60400, 3.44524)  -0.6805
O (-1.33106, -1.60824, 1.63720)  -0.3792
O (0.97112, -0.13455, -9.66844)  -0.5961
O (-1.04984, 2.94323, -7.24174)  -0.5540
O (0.00488, -2.02050, -4.29885)  -0.4340
O (-0.89147, 2.23256, -9.34249)  -0.2593
C (1.02389, -0.51390, -5.89360)  0.5781
C (-0.58311, 2.32994, -0.42800)  -0.6142
C (-1.91685, -2.26175, 3.80685)  -0.0729
C (-0.92041, -1.96060, -5.43344)  2.0602
C (1.63330, -1.71703, -0.06391)  -0.0691
C (-1.56006, 3.43949, -9.75750)  -0.8406
C (2.39901, 0.49640, 0.22464)  -0.5786
C (-2.10739, -1.10387, -4.95930)  -1.9933
C (-2.32154, -2.94676, 6.07151)  -0.5162
C (1.19834, 0.56527, -8.72887)  0.0768
C (0.12865, 0.87935, -7.65766)  2.7968
C (-1.08142, -1.40443, 2.91685)  1.3104
C (-1.27258, 1.42701, 1.58597)  -0.5694
C (-1.38331, -3.36473, -5.81654)  -1.8625
C (-0.12051, -1.31816, -6.62739)  -0.1804
C (-0.86228, -0.31661, -7.56345)  -1.6465
C (1.94955, 0.02276, 1.50275)  -0.1507
C (-3.61282, -3.93363, 4.27650)  -0.4310
C (2.21117, -0.54912, -0.74556)  -0.0002
C (-3.31674, -3.83389, 5.64654)  -0.4580
C (0.89669, -0.90380, -4.40441)  -0.9645
C (-0.28977, 2.25226, 0.96865)  -0.4561
C (2.66904, 2.58336, -9.10391)  -0.6124
C (-2.91214, -3.15769, 3.35246)  -0.1132
C (-0.67356, 2.14701, -8.01247)  -0.3680
C (0.79348, 0.97666, -6.23329)  -1.6393
C (-1.73548, 1.49435, -0.71820)  -0.2189
C (-2.17147, 0.90969, 0.56072)  -0.6893
C (-1.63052, -2.16782, 5.15711)  -0.5315
C (1.55465, -1.34984, 1.35073)  -0.9039
H (-2.01491, -3.32567, -6.71610)  0.3159
H (2.83726, 1.48073, 0.03180)  0.2849
H (-1.03597, -0.68714, -8.59376)  0.3369
H (-0.05325, 2.94517, -1.15235)  0.3140
H (1.88863, -1.15792, -3.98816)  0.1313
H (-2.92553, -1.13159, -5.68579)  0.3681
H (2.00325, -0.81972, -6.31727)  0.4498
H (-1.76179, 3.27402, -10.81492)  0.2524
H (0.04598, 1.42578, -5.54865)  0.4158
H (1.33792, -2.07575, 2.13567)  0.5609
H (0.42754, -0.09482, -3.81433)  0.3278
H (2.87610, 3.20899, -8.23447)  0.2807
H (-1.97558, -3.77135, -4.99543)  0.4476
H (-1.80736, -0.06522, -4.75547)  0.2562
H (0.33880, -2.09479, -7.27697)  0.3737
H (-2.48111, 3.62645, -9.19222)  0.3075
H (1.72324, 1.58368, -6.26421)  0.5014
H (-1.31572, 1.25164, 2.65716)  0.6147
H (-2.47280, -1.52751, -4.01626)  0.5333
H (-2.06723, -2.83935, 7.11627)  0.3513
H (-0.84746, -1.46647, 5.41239)  0.4362
H (-4.37381, -4.61673, 3.92138)  0.3788
H (-3.09651, 0.33312, 0.72022)  0.3656
H (-3.87193, -4.44928, 6.35446)  0.3331
H (0.52411, 2.74029, 1.52463)  0.3706
H (1.82847, 2.99370, -9.68485)  0.2330
H (2.57871, -0.57063, -1.77613)  0.1729
H (-0.85235, 4.25987, -9.62013)  0.3365
H (-1.79889, 0.05044, -7.09513)  0.4493
H (-2.31741, 1.44967, -1.65626)  0.3726
H (3.56246, 2.48805, -9.73580)  0.2555
H (1.49417, -2.74946, -0.43796)  0.3893
H (-0.52707, -4.02053, -6.01108)  0.4128
H (1.94343, 0.55945, 2.45921)  0.3097

---

# 4
C21H29AgN6O4PS4Se | wB97M-V/def2-TZVPD

## Properties
calculated total energy: -5929.832945 Eh
energy above the lowest of the compared OMol25 structures with the same formula, charge and spin: 20.2 kJ/mol
gap between HOMO and LUMO: 6.42 eV
HOMO level: -4.9 eV
M: 775.57 g mol⁻¹
total charge: -1

Last column: natural (NBO) charge in e.
Geometry (Å):
Ag (-0.88833, 0.25537, -1.68986)  0.8407
Se (0.53338, 1.86975, 2.06503)  0.9784
S (-3.47244, 2.36695, 2.07046)  0.2396
S (-3.15767, -0.46867, 1.18378)  0.2752
S (0.74269, -1.39785, -0.40035)  -0.8116
S (0.47503, -3.72393, -2.87094)  -0.7090
P (1.05788, -3.25910, -1.05524)  1.6813
O (0.54829, -4.33342, 0.05161)  -0.8648
O (-1.01024, 2.51115, -2.35015)  -0.7454
O (-2.53137, 5.41199, 0.29745)  -0.7075
O (2.62117, -3.62223, -0.98576)  -0.8449
N (-2.11520, -1.35545, -2.94036)  -1.1352
N (-2.18558, 2.95295, -0.39911)  -0.5682
N (2.46325, 1.59001, -1.22121)  -0.3734
N (2.19195, 1.30879, 2.39028)  -0.6214
N (0.74880, 1.98716, 0.32213)  -0.5980
N (-2.28905, 1.60039, -0.21834)  -0.3439
C (-4.15687, 1.07226, 3.14355)  -0.5396
C (-1.84620, 5.72930, -0.81320)  0.3436
C (3.67686, 1.17241, -1.36208)  0.0861
C (4.55239, 0.76801, -0.29081)  -0.2554
C (-1.32877, 4.76345, -1.69542)  -0.1612
C (3.11750, -3.13327, 1.40145)  -0.6408
C (-1.88951, -3.93601, -0.15455)  -0.6585
C (2.77919, 1.23664, 1.21428)  0.0672
C (1.98427, 1.61562, 0.06489)  0.2592
C (-0.66434, -3.69242, 2.03767)  -0.6390
C (-1.64383, 7.08551, -1.08317)  -0.2943
C (-0.73065, -4.41190, 0.70069)  0.1274
C (3.43833, -3.93603, 0.15444)  0.1234
C (3.41741, -5.43518, 0.40910)  -0.6285
C (-3.33336, -0.19172, 2.96079)  -0.5379
C (-0.93596, 7.48323, -2.20063)  -0.1918
C (-0.41263, 6.53649, -3.07617)  -0.2843
C (4.12373, 0.80557, 0.98845)  -0.1644
C (-0.61573, 5.19395, -2.81182)  -0.1591
C (-2.88705, 1.23565, 0.83565)  -0.1130
C (-1.49440, 3.28390, -1.50205)  0.6271
H (-0.85112, -5.48390, 0.88458)  0.1701
H (3.13392, -2.06634, 1.19403)  0.2339
H (-2.05353, 7.80693, -0.38738)  0.2097
H (0.15974, -4.08142, 2.63856)  0.2041
H (-1.79725, -2.86871, -0.35378)  0.2346
H (2.13189, -3.38430, 1.79369)  0.2198
H (-0.51668, -2.62349, 1.88555)  0.2414
H (-3.01173, -1.61340, -2.54917)  0.3694
H (0.14614, 6.84451, -3.95059)  0.1999
H (-2.25772, -1.06280, -3.89859)  0.3720
H (-5.19819, 0.89083, 2.87745)  0.2124
H (-0.22344, 4.42444, -3.46377)  0.2348
H (-2.34684, -0.08561, 3.41421)  0.2172
H (-1.59619, -3.85348, 2.58668)  0.1965
H (2.44323, -5.74450, 0.78338)  0.2212
H (3.62149, -5.97500, -0.51567)  0.2156
H (4.05862, 1.13096, -2.37853)  0.1869
H (-1.49805, -2.16991, -2.93705)  0.4140
H (-2.82108, -4.10640, 0.39092)  0.2018
H (-0.78759, 8.54036, -2.38926)  0.1968
H (3.86666, -3.36361, 2.16345)  0.1985
H (5.55127, 0.43446, -0.54028)  0.2139
H (-1.92235, -4.46953, -1.10280)  0.2317
H (4.18220, -5.69560, 1.14485)  0.1943
H (-2.53597, 4.41084, 0.33336)  0.5063
H (-4.10987, 1.43414, 4.17110)  0.2232
H (4.44086, -3.65815, -0.18317)  0.1732
H (-3.83134, -1.06095, 3.39033)  0.2269
H (4.73994, 0.51037, 1.82740)  0.2216

---

Values of F_max, in order: 2.89; 1.10; 4.10; 0.24, all in eV/A.